1.
This record from the Open Molecules 2025 dataset describes a molecular structure, C2H2Br3I in a non-equilibrium geometry. The level of theory is ωB97M-V/def2-TZVPD.

Element x y z (Å)
C (1.108213, 0.091445, 0.124821)
C (-0.983575, -0.049206, -0.038094)
Br (1.660939, -1.654762, -0.321030)
Br (-1.052758, -0.873536, -1.735982)
Br (-1.739092, -0.985891, 1.378288)
I (-1.663508, 2.067878, 0.074730)
H (1.507867, 0.617597, 1.104173)
H (1.161914, 0.786477, -0.586903)

Atoms 1-6, force components in eV/Å:
-3.008 -1.218 4.267
3.602 1.957 0.372
0.781 0.392 0.563
-0.991 0.250 -0.263
-0.210 -0.669 0.401
0.409 -1.095 -0.368

Lowest unoccupied orbital energy ... -0.699 eV
Energy relative to the best compared isomer or geometry (same formula, charge and spin) ... 203.4 kJ/mol
Spin multiplicity ... 1
HOMO-LUMO gap ... 8.620 eV
Charge ... 0
Energy ... -8097.03865 Ha

***

2.
This record from the Open Molecules 2025 dataset describes a molecular structure, C2H2Br3NO2 in a non-equilibrium geometry. The level of theory is ωB97M-V/def2-TZVPD.

Element x y z (Å)
C (0.255532, -0.236981, -0.227762)
C (0.835015, -0.315872, -1.589642)
N (0.603527, -1.470166, 0.488933)
O (-0.285067, -2.285805, 0.569308)
O (1.686858, -1.518523, 1.023524)
Br (0.330797, 1.341461, -2.481811)
Br (2.794809, -0.360254, -1.480915)
Br (0.068842, -1.836564, -2.648920)
H (-0.879385, -0.047848, -0.422965)
H (0.517796, 0.782088, 0.211019)

Atoms 1-6, force components in eV/Å:
-2.204 1.872 -0.004
0.524 0.338 -1.599
-2.279 7.336 -4.933
-4.172 -5.666 1.546
5.790 -1.406 3.884
0.027 -0.033 -0.202

Lowest unoccupied orbital energy (spin up / spin down) ... -0.385 / -3.670 eV
Energy relative to the best compared isomer or geometry (same formula, charge and spin) ... 0.0 kJ/mol
Spin multiplicity ... 3
HOMO-LUMO gap (spin up / spin down) ... 7.859 / 6.874 eV
Charge ... 0
Energy ... -8004.42953 Ha

***

3.
This record from the Open Molecules 2025 dataset describes C2H2Br3OP in the gas phase in a non-equilibrium geometry. The level of theory is ωB97M-V/def2-TZVPD.

Element x y z (Å)
C (1.325327, -0.525411, -0.888989)
P (0.243034, -0.312173, 0.394347)
Br (-1.010632, -2.106088, 0.706873)
Br (1.343567, -0.120981, 2.196608)
C (-1.295705, 0.941883, 0.531666)
O (-1.286216, 1.939101, 1.214065)
Br (-2.231590, 0.725050, -1.135066)
H (0.967238, -0.791029, -1.833239)
H (1.944977, 0.249647, -1.186265)

Atoms 1-6, force components in eV/Å:
-1.535 -0.321 1.581
-0.332 -0.874 -1.239
0.324 0.110 -0.256
0.233 0.530 0.693
2.289 2.436 1.173
-0.660 -2.548 -1.393

Lowest unoccupied orbital energy (spin up / spin down) ... -0.846 / -0.846 eV
Energy relative to the best compared isomer or geometry (same formula, charge and spin) ... 210.8 kJ/mol
Spin multiplicity ... 1
HOMO-LUMO gap (spin up / spin down) ... 7.939 / 7.938 eV
Charge ... 0
Energy ... -8215.99886 Ha
SMILES ... C=P(Br)(Br)C(=O)Br

***

4.
This record from the Open Molecules 2025 dataset describes a molecular structure, C2H2Br4O in a non-equilibrium geometry. The level of theory is ωB97M-V/def2-TZVPD.

Element x y z (Å)
C (0.728543, 0.077278, -0.603316)
C (-0.543053, -0.037976, 0.212000)
O (-0.275660, -0.075119, 1.504267)
Br (1.801694, 1.766292, -0.352912)
Br (1.839646, -1.521711, -0.197116)
Br (-1.525757, -1.450337, -0.554195)
Br (-1.476581, 1.685148, -0.455099)
H (0.451995, -0.168917, -1.697390)
H (-1.000830, -0.274655, 2.143763)

Atoms 1-6, force components in eV/Å:
1.118 -0.993 -1.701
0.219 2.010 -1.047
-0.390 -0.096 1.628
-0.712 -1.536 -0.211
0.077 0.609 0.033
-0.992 -1.074 0.078

Lowest unoccupied orbital energy ... 0.044 eV
Energy relative to the best compared isomer or geometry (same formula, charge and spin) ... 0.0 kJ/mol
Spin multiplicity ... 1
HOMO-LUMO gap ... 9.803 eV
Charge ... 0
Energy ... -10448.67408 Ha

***

5.
This record from the Open Molecules 2025 dataset describes C2H2BrCl2F in the gas phase. The level of theory is ωB97M-V/def2-TZVPD.

Element x y z (Å)
F (-0.400099, 0.960447, 1.397572)
C (-0.534520, 0.462323, 0.154093)
Cl (-0.402817, 1.809358, -1.001462)
Cl (-2.173725, -0.256451, 0.040733)
C (0.484853, -0.622471, -0.110868)
Br (2.284211, 0.088645, -0.034653)
H (0.405662, -1.393997, 0.656272)
H (0.336437, -1.047856, -1.101684)

Atoms 1-6, force components in eV/Å:
0.076 -0.023 0.018
-0.376 0.164 -0.195
-0.097 -0.208 0.146
0.285 0.046 -0.002
0.211 -0.066 -0.038
-0.010 -0.143 0.039

Lowest unoccupied orbital energy ... 0.599 eV
Energy relative to the best compared isomer or geometry (same formula, charge and spin) ... 0.0 kJ/mol
Spin multiplicity ... 1
HOMO-LUMO gap ... 11.286 eV
Charge ... 0
Energy ... -3671.67402 Ha
SMILES ... FC(Cl)(Cl)CBr

***

6.
This record from the Open Molecules 2025 dataset describes a molecular structure, C2H2BrClO in a non-equilibrium geometry. The level of theory is ωB97M-V/def2-TZVPD.

Element x y z (Å)
C (0.048339, -0.836482, -0.051097)
C (0.002148, 0.612952, 0.014000)
O (1.873154, -1.168588, 0.050700)
Cl (-0.864550, -2.176964, -0.004562)
Br (-1.871782, 1.318566, 0.009294)
H (0.595476, 1.053703, 0.815826)
H (0.217218, 1.196814, -0.834158)

Atoms 1-6, force components in eV/Å:
5.294 -0.310 -0.171
-1.573 0.690 0.747
-4.543 0.600 -0.167
-0.232 -0.052 0.102
0.190 -0.435 0.669
-0.322 -0.289 0.381

Lowest unoccupied orbital energy (spin up / spin down) ... -0.235 / -1.576 eV
Energy relative to the best compared isomer or geometry (same formula, charge and spin) ... 171.4 kJ/mol
Spin multiplicity ... 3
HOMO-LUMO gap (spin up / spin down) ... 8.373 / 9.097 eV
Charge ... 0
Energy ... -3186.62115 Ha

***

7.
This record from the Open Molecules 2025 dataset describes 2 unconnected molecules or ions with the total composition C2H2BrF2N in a non-equilibrium geometry. The level of theory is ωB97M-V/def2-TZVPD.

Element x y z (Å)
C (2.246433, 1.464326, 0.676798)
C (-1.442488, -0.305313, -0.443998)
N (2.577939, 0.364356, 0.807639)
F (-0.648942, 0.657916, -1.001986)
F (-1.090100, -0.214301, 0.907054)
Br (-3.339878, -0.075299, -0.769128)
H (-1.112120, -1.342930, -0.686269)
H (2.809157, -0.548755, 0.509890)

Atoms 1-6, force components in eV/Å:
-0.335 1.237 0.118
2.086 -0.146 1.702
0.162 -0.646 -0.244
-1.266 -0.953 -0.333
-1.228 -0.019 -0.970
0.864 0.126 0.179

Lowest unoccupied orbital energy ... 0.563 eV
Energy relative to the best compared isomer or geometry (same formula, charge and spin) ... 0.0 kJ/mol
Spin multiplicity ... 1
HOMO-LUMO gap ... 11.950 eV
Charge ... 0
Energy ... -2905.84572 Ha

***

8.
This record from the Open Molecules 2025 dataset describes 2 unconnected molecules or ions with the total composition C2H2BrF3O in a non-equilibrium geometry. The level of theory is ωB97M-V/def2-TZVPD.

Element x y z (Å)
C (0.049835, 0.738649, 0.011657)
C (0.399093, 2.184547, 0.054584)
O (0.431494, -0.015975, 1.007813)
F (1.180896, 2.381863, 1.137202)
F (1.243037, 2.376609, -0.977951)
F (-0.631957, 3.026906, -0.147295)
Br (-3.008288, 0.489344, 0.072111)
H (-0.652552, 0.349488, -0.775260)
H (0.470565, -0.958700, 0.905382)

Atoms 1-6, force components in eV/Å:
-3.126 -2.198 0.020
1.120 0.284 -0.323
0.760 2.088 0.017
-1.331 0.877 0.055
0.017 0.149 -0.617
1.075 -0.710 1.088

Lowest unoccupied orbital energy (spin up / spin down) ... -1.531 / -2.933 eV
Energy relative to the best compared isomer or geometry (same formula, charge and spin) ... 227.1 kJ/mol
Spin multiplicity ... 1
HOMO-LUMO gap (spin up / spin down) ... 8.217 / 6.044 eV
Charge ... 0
Energy ... -3026.17526 Ha

***

9.
This record from the Open Molecules 2025 dataset describes C2H2BrFO in the gas phase in a non-equilibrium geometry. The level of theory is ωB97M-V/def2-TZVPD.

Element x y z (Å)
C (-1.086372, -0.215503, 0.206078)
C (0.143295, 0.360691, -0.242345)
F (0.149306, 1.745649, -0.254022)
O (1.173891, -0.333905, -0.677170)
Br (2.874410, -0.672192, 0.417314)
H (-1.864479, 0.393157, 0.281166)
H (-1.390054, -1.277894, 0.268980)

Atoms 1-6, force components in eV/Å:
5.604 -1.441 -1.886
-3.311 -1.565 1.977
0.806 -1.756 -0.224
0.424 0.611 0.386
-1.635 0.610 -0.618
-3.069 2.910 0.484

Lowest unoccupied orbital energy (spin up / spin down) ... -2.566 / -2.552 eV
Energy relative to the best compared isomer or geometry (same formula, charge and spin) ... 214.2 kJ/mol
Spin multiplicity ... 1
HOMO-LUMO gap (spin up / spin down) ... 7.051 / 7.092 eV
Charge ... 0
Energy ... -2826.40850 Ha
SMILES ... C=C(F)OBr

***

10.
This record from the Open Molecules 2025 dataset describes 2 unconnected molecules or ions with the total composition C2H2BrFO2S in a non-equilibrium geometry. The level of theory is ωB97M-V/def2-TZVPD.

Element x y z (Å)
C (-1.451511, 0.674703, -0.634571)
C (-0.475369, 1.253878, 0.023823)
O (2.332988, -0.684467, -0.257881)
O (0.256035, -1.997286, -0.337999)
F (1.314253, -1.476316, 1.941757)
S (1.060324, -1.011548, 0.328796)
Br (0.366281, 2.673216, 0.720322)
H (-2.108490, 1.024505, -1.341922)
H (-1.294509, -0.456681, -0.442329)

Atoms 1-6, force components in eV/Å:
3.515 -2.465 2.579
-0.227 -1.615 -0.248
0.021 -0.365 0.706
-0.236 -0.510 0.522
-0.161 0.142 -1.793
-0.391 2.313 0.494

Lowest unoccupied orbital energy (spin up / spin down) ... -1.969 / -2.488 eV
Energy relative to the best compared isomer or geometry (same formula, charge and spin) ... 155.9 kJ/mol
Spin multiplicity ... 1
HOMO-LUMO gap (spin up / spin down) ... 7.882 / 6.909 eV
Charge ... 0
Energy ... -3299.79399 Ha

***

11.
This record from the Open Molecules 2025 dataset describes C2H2BrN in the gas phase in a non-equilibrium geometry. The level of theory is ωB97M-V/def2-TZVPD.

Element x y z (Å)
N (0.259202, 2.838315, 0.003921)
C (-0.003792, 1.739467, -0.014460)
C (-0.369470, 0.393061, -0.003467)
Br (-2.335550, -0.004964, -0.001044)
H (-0.013675, -0.103470, -0.913884)
H (-0.041351, -0.091167, 1.052290)

Force components x, y, z for each atom (eV/Å):
0.711 2.294 -0.015
-0.722 -0.178 0.062
-0.497 -3.400 2.251
0.763 0.527 -0.080
0.145 -0.165 0.664
-0.400 0.922 -2.882

Lowest unoccupied orbital energy ... -0.090 eV
Energy relative to the best compared isomer or geometry (same formula, charge and spin) ... 18.4 kJ/mol
Spin multiplicity ... 1
HOMO-LUMO gap ... 10.873 eV
Charge ... 0
Energy ... -2706.14596 Ha
SMILES ... N#CCBr

***

12.
This record from the Open Molecules 2025 dataset describes 2 unconnected molecules or ions with the total composition C2H2BrO2S in a non-equilibrium geometry. The level of theory is ωB97M-V/def2-TZVPD.

Element x y z (Å)
C (1.143672, -1.750276, -0.159152)
C (1.240262, -0.309774, 0.417153)
O (0.296515, -2.088967, -0.954608)
O (2.066394, -2.324730, 0.437353)
S (-0.965782, 0.974515, -0.351185)
Br (2.694177, 0.722364, -0.102591)
H (1.066220, -0.224095, 1.483872)
H (-1.123330, -0.175328, -0.981910)

Atoms 1-6, force components in eV/Å:
0.085 0.821 0.449
-1.970 0.538 -0.352
-0.504 -0.317 -0.624
0.493 -0.536 0.267
1.852 -0.459 0.952
0.293 0.360 -0.218

Lowest unoccupied orbital energy (spin up / spin down) ... 3.058 / 3.061 eV
Energy relative to the best compared isomer or geometry (same formula, charge and spin) ... 218.0 kJ/mol
Spin multiplicity ... 1
HOMO-LUMO gap (spin up / spin down) ... 7.604 / 7.610 eV
Charge ... -1
Energy ... -3200.09756 Ha

***

Repeat the eleventh record exactly.
This record from the Open Molecules 2025 dataset describes C2H2BrN in the gas phase in a non-equilibrium geometry. The level of theory is ωB97M-V/def2-TZVPD.

Element x y z (Å)
N (0.259202, 2.838315, 0.003921)
C (-0.003792, 1.739467, -0.014460)
C (-0.369470, 0.393061, -0.003467)
Br (-2.335550, -0.004964, -0.001044)
H (-0.013675, -0.103470, -0.913884)
H (-0.041351, -0.091167, 1.052290)

Force components x, y, z for each atom (eV/Å):
0.711 2.294 -0.015
-0.722 -0.178 0.062
-0.497 -3.400 2.251
0.763 0.527 -0.080
0.145 -0.165 0.664
-0.400 0.922 -2.882

Lowest unoccupied orbital energy ... -0.090 eV
Energy relative to the best compared isomer or geometry (same formula, charge and spin) ... 18.4 kJ/mol
Spin multiplicity ... 1
HOMO-LUMO gap ... 10.873 eV
Charge ... 0
Energy ... -2706.14596 Ha
SMILES ... N#CCBr

***

> spin multiplicity of number 9 (C2H2BrFO)?

1

***

> charge of number 5 (C2H2BrCl2F)?

0